# 1
85
Properties=species:S:1:pos:R:3 method="wB97M-V/def2-TZVPD" gap_ev=7.31 mol_weight_da=893.02 e_lumo_ev=-3.468 charge=+1 homo_ev=-10.776
Ti -1.2081 1.0850 0.6536
Cl 0.1264 2.8667 3.1265
C -1.2329 3.6428 2.3953
C -1.8372 3.0786 1.2488
C -2.9191 3.8418 0.7596
Cl -3.6888 3.4877 -0.7563
C -3.4175 4.9776 1.4072
Cl -4.7886 5.8136 0.7957
C -2.7971 5.4557 2.5531
Cl -3.4096 6.8308 3.3675
C -1.6686 4.8045 3.0267
Cl -0.8353 5.4319 4.3932
C 2.3004 -6.3996 -0.9932
C 2.3703 -5.0315 -1.6938
C 1.1542 -4.8814 -2.6140
C 3.6332 -4.9722 -2.5611
C 2.3874 -3.9549 -0.6079
C 3.6043 -3.5657 -0.0150
C 3.6671 -2.6371 1.0028
C 2.4753 -2.0800 1.4535
S 2.2125 -0.9168 2.7072
C 0.4964 -1.0106 2.3934
N 0.1440 -1.8355 1.4673
C 1.2485 -2.4591 0.9018
C 1.2133 -3.3999 -0.1287
C -0.4796 -0.2383 3.1803
C -0.2855 -0.1614 4.5574
C -1.2291 0.4715 5.3489
C -2.3797 0.9898 4.7646
C -2.5462 0.9406 3.3910
C -1.5864 0.3691 2.5497
H 2.2480 -7.2034 -1.7325
H 1.4164 -6.4610 -0.3547
H 3.1826 -6.5627 -0.3700
H 1.2180 -5.6140 -3.4206
H 1.1208 -3.8834 -3.0599
H 0.2159 -5.0638 -2.0858
H 3.5265 -5.6563 -3.4046
H 4.5251 -5.2774 -2.0132
H 3.7927 -3.9660 -2.9562
H 4.5289 -4.0100 -0.3582
H 4.6159 -2.3546 1.4408
H 0.2497 -3.6891 -0.5308
H 0.5963 -0.6076 5.0020
H -1.0765 0.5551 6.4178
H -3.1347 1.4610 5.3821
H -3.4319 1.3859 2.9572
N -4.8523 0.6023 0.7693
N -4.7180 0.3416 -0.5898
C -3.5546 0.5951 -1.2506
O -3.4519 0.5596 -2.4452
O -2.4832 0.8749 -0.4541
H -5.2332 -0.2042 1.2419
H -5.4620 1.3962 0.9182
H -5.5328 0.2934 -1.1776
N -2.0567 -1.9422 -0.4667
C -1.1186 -1.4412 -1.2969
N -0.1933 -0.5837 -0.9223
C 0.7856 -0.5010 -1.9381
C 2.0772 0.0083 -1.8219
C 2.9120 0.0082 -2.9270
C 2.4965 -0.5169 -4.1486
C 1.2521 -1.1098 -4.2608
C 0.4308 -1.1201 -3.1426
S -1.0813 -1.9569 -2.9557
H -1.7920 -1.9433 0.5123
H -2.5984 -2.7215 -0.7973
H 2.4384 0.3639 -0.8726
H 3.9142 0.4077 -2.8333
H 3.1666 -0.5041 -4.9987
H 0.9363 -1.5831 -5.1820
C -0.6417 3.0195 -2.3920
N -0.1641 4.0475 -1.4675
C 0.6408 3.8368 -0.4228
S 1.0210 2.2481 0.1100
N 1.2007 4.9160 0.1267
C 2.0892 4.9645 1.2868
H -1.1815 3.5150 -3.1939
H -1.3182 2.3257 -1.9120
H 0.1951 2.4630 -2.8116
H -0.3608 5.0040 -1.7149
H 0.9629 5.8085 -0.2783
H 2.4845 3.9742 1.4796
H 1.5600 5.3158 2.1712
H 2.9134 5.6412 1.0700

---

# 2
75
Properties=species:S:1:pos:R:3 method="wB97M-V/def2-TZVPD" gap_ev="5.31 / 3.96" mol_weight_da=624.05 e_lumo_ev="2.371 / 0.174" charge=-1 homo_ev="-2.934 / -3.790" multiplicity=5
Co -1.5613 -0.6321 0.1325
O -2.3935 -2.4343 3.5117
C -1.9463 -2.1244 2.4017
N -2.0458 -0.8981 1.8443
C -2.7094 0.1276 2.5970
C -2.8407 1.3219 1.7033
C -3.3058 2.5495 2.1229
C -3.4641 3.5841 1.1988
C -3.1631 3.3084 -0.1385
C -2.6674 2.0765 -0.4803
N -2.4666 1.0866 0.4173
C -1.2763 -3.0400 1.4681
C -0.9322 -4.3492 1.7840
C -0.3815 -5.1623 0.8177
C -0.1997 -4.6254 -0.4677
C -0.5171 -3.3077 -0.7009
N -1.0236 -2.5010 0.2356
H -2.1479 0.3542 3.5162
H -3.7051 -0.2209 2.9225
H -3.5605 2.6959 3.1643
H -3.8302 4.5537 1.5027
H -3.3156 4.0551 -0.9040
H -2.4111 1.8426 -1.5038
H -1.1343 -4.6963 2.7869
H -0.1016 -6.1830 1.0371
H 0.1829 -5.2374 -1.2694
H -0.3567 -2.8731 -1.6791
Cl -3.6211 -2.8607 -1.5473
C -3.6220 -1.3370 -0.6672
H -4.2838 -1.4724 0.1878
H -4.0262 -0.5880 -1.3461
N 2.0785 1.3819 -8.8106
C 1.6690 1.1441 -7.7584
C 1.1736 0.8590 -6.4778
C -0.0422 0.1723 -6.3167
C -0.5209 -0.1034 -5.0591
C 0.1859 0.2917 -3.9095
C 1.4002 0.9786 -4.0787
C 1.8863 1.2571 -5.3335
C -0.3249 0.0063 -2.6252
C -0.8108 -0.2534 -1.5328
H -0.5929 -0.1347 -7.1971
H -1.4555 -0.6326 -4.9414
H 1.9541 1.2884 -3.2043
H 2.8229 1.7860 -5.4591
C -0.0050 2.8397 2.7467
C 1.0670 3.0500 1.6776
C 0.4605 3.0877 0.2771
C 2.1287 1.9852 1.7978
C 3.3814 2.3777 2.2095
C 4.4252 1.4774 2.3706
C 4.1932 0.1369 2.0961
C 2.9626 -0.3294 1.6942
C 2.8194 -1.8109 1.4531
C 2.4503 -2.0982 -0.0020
C 1.8036 -2.4134 2.4225
C 1.8396 0.5834 1.5304
O 0.6913 0.1871 1.2072
H -0.7761 3.6036 2.6693
H 0.4404 2.8908 3.7394
H -0.4580 1.8641 2.6110
H 1.5469 4.0219 1.8641
H -0.0021 2.1345 0.0415
H 1.2302 3.2890 -0.4665
H -0.2945 3.8696 0.2224
H 3.5555 3.4269 2.4171
H 5.3977 1.8134 2.7059
H 5.0051 -0.5707 2.2150
H 3.7951 -2.2794 1.6522
H 1.5268 -1.5893 -0.2611
H 2.3179 -3.1689 -0.1458
H 3.2385 -1.7510 -0.6690
H 0.8429 -1.9248 2.3005
H 2.1350 -2.2796 3.4515
H 1.6857 -3.4773 2.2279

---

# 3
78
Properties=species:S:1:pos:R:3 method="wB97M-V/def2-TZVPD" gap_ev=4.60 mol_weight_da=892.35 e_lumo_ev=3.975 charge=-2 homo_ev=-0.622
Rh 0.5135 -0.1268 0.7387
O -2.9804 -1.5065 4.4934
C -2.8017 -1.0590 3.1372
C -2.5325 -2.2519 2.2302
C -3.6374 -3.2842 2.4977
O -3.5597 -4.4343 1.6520
C -2.6580 -1.8174 0.7561
Se -1.9932 -0.0519 0.2163
C -1.1660 -2.8866 2.5792
Se 0.4547 -2.5380 1.4889
H -2.7512 -0.7566 5.0480
H -1.9637 -0.3695 3.0724
H -3.7027 -0.5286 2.8037
H -4.6122 -2.7947 2.3592
H -3.5836 -3.6496 3.5236
H -3.2457 -4.1235 0.7950
H -3.7147 -1.8165 0.4698
H -2.1419 -2.5588 0.1429
H -1.2641 -3.9726 2.5565
H -0.9247 -2.6049 3.6037
C 1.0090 -0.3531 -4.7371
C 0.3075 -1.4234 -3.9363
C -0.3063 -2.4418 -4.6700
C -0.9284 -3.5189 -4.0662
C -0.9229 -3.6189 -2.6848
C -0.3365 -2.6123 -1.9363
C 0.2523 -1.5006 -2.5307
P 1.0211 -0.2737 -1.3899
C 0.8502 1.2896 -2.1471
C -0.3891 1.5111 -2.7765
C -0.8016 2.7321 -3.2528
C 0.1185 3.8174 -3.1088
C 1.2636 3.6932 -2.4139
C 1.6242 2.4658 -1.6100
C 3.1487 2.2959 -1.6509
C 2.7248 -0.9691 -1.2832
C 3.3728 -1.6078 -2.3376
C 4.6040 -2.2130 -2.1430
C 5.1790 -2.1901 -0.8762
C 4.5286 -1.5649 0.1740
C 3.2884 -0.9432 -0.0045
C 2.5645 -0.2488 1.1126
H 1.3465 -0.7838 -5.6836
H 1.8574 0.0747 -4.2100
H 0.3435 0.4852 -4.9481
H -0.2764 -2.3805 -5.7536
H -1.3935 -4.2858 -4.6760
H -1.3736 -4.4692 -2.1862
H -0.2968 -2.6889 -0.8584
H -1.0642 0.6690 -2.8972
H -1.7558 2.8527 -3.7466
H -0.1007 4.7721 -3.5839
H 1.9391 4.5380 -2.3092
H 3.6151 3.1957 -1.2403
H 3.4798 2.1632 -2.6831
H 3.4888 1.4475 -1.0609
H 2.9011 -1.6573 -3.3108
H 5.0974 -2.7213 -2.9633
H 6.1329 -2.6778 -0.7051
H 4.9694 -1.5653 1.1651
H 3.0072 0.7486 1.2278
H 2.7325 -0.7847 2.0516
Br -1.3295 1.3220 5.8406
C -1.6237 2.7682 4.6435
C -2.5434 3.7172 5.0684
C -2.7565 4.8572 4.3079
C -2.0422 5.0631 3.1381
C -1.1214 4.1120 2.7234
C -0.9089 2.9489 3.4619
C 0.0321 1.9129 2.8334
O 0.8663 2.4600 1.9922
O -0.0420 0.7346 3.0844
H -3.0812 3.5542 5.9921
H -3.4869 5.5852 4.6408
H -2.2040 5.9490 2.5382
H -0.5710 4.2306 1.7993
N 1.3408 2.7811 -0.1616
C 0.9145 1.8781 0.5739

---

# 4
84
Properties=species:S:1:pos:R:3 method="wB97M-V/def2-TZVPD" gap_ev="4.53 / 4.53" mol_weight_da=1090.37 e_lumo_ev="0.715 / 0.719" charge=-1 homo_ev="-3.815 / -3.810" multiplicity=4
Cr 0.0500 -0.2252 0.3335
Se -1.4126 -4.8445 0.9838
Sb -1.2709 -3.1427 -0.7339
Se -2.0440 -0.8441 0.1830
Se 0.9606 -1.8842 -0.8042
Se -2.2520 -3.8094 -2.8062
S 4.2814 1.6282 -0.2650
C 4.3559 0.1751 0.6482
C 3.1327 -0.3699 0.8730
C 2.0384 0.3690 0.3348
C 2.5194 1.4681 -0.3526
C 1.7294 2.4407 -1.0322
C 2.2719 3.4631 -1.8305
C 1.4296 4.3653 -2.4310
C 0.0556 4.2496 -2.2250
C -0.4005 3.2103 -1.4435
N 0.3927 2.3104 -0.8752
H 5.3108 -0.1978 0.9716
H 3.0188 -1.3091 1.4116
H 3.3421 3.5045 -1.9686
H 1.8234 5.1532 -3.0577
H -0.6426 4.9359 -2.6745
H -1.4635 3.0782 -1.2600
C -2.3516 3.0808 2.3065
C -1.9663 1.9642 1.5849
N -0.6863 1.5998 1.4098
C 0.2443 2.3744 1.9756
C -0.0284 3.5055 2.7433
C -1.3869 3.8664 2.8873
C 0.9775 4.3492 3.3237
C 2.2558 4.1166 3.7275
C 3.0286 2.9220 3.8803
C 4.3685 3.0307 4.3190
C 5.1039 1.8788 4.4522
N 4.5837 0.6725 4.2134
C 3.3143 0.6673 3.8563
N 2.5101 1.6904 3.6724
H -3.4042 3.3032 2.3958
H -2.7495 1.3495 1.1551
H 1.2762 2.0793 1.8308
H -1.6536 4.7443 3.4573
H 0.6191 5.3629 3.4790
H 2.7966 4.9967 4.0608
H 4.7988 3.9977 4.5337
H 6.1428 1.8869 4.7595
H 2.8887 -0.3169 3.6904
C 0.4267 0.0100 -5.1881
C -0.9838 -0.3378 -4.6771
C -1.5161 -1.5391 -5.4524
C -1.9257 0.8572 -4.8563
N -0.9778 -0.7444 -3.2729
N -0.5443 0.2461 -2.3425
H 0.3964 0.2319 -6.2523
H 1.0931 -0.8384 -5.0332
H 0.8540 0.8846 -4.6892
H -1.6362 -1.2805 -6.4997
H -2.4668 -1.8668 -5.0371
H -0.8347 -2.3810 -5.3653
H -2.0336 1.0882 -5.9137
H -1.5481 1.7570 -4.3635
H -2.9051 0.6108 -4.4532
H -0.3615 -1.5682 -3.1940
H -1.3138 0.9179 -2.2439
H 0.2761 0.7684 -2.6901
N 1.4113 1.5906 10.6176
C 1.2430 1.0953 9.5945
C 1.0212 0.5139 8.3324
C 0.3465 1.2433 7.3492
C 0.1431 0.6990 6.1046
C 0.6168 -0.5825 5.8024
C 1.2647 -1.3238 6.7957
C 1.4592 -0.7838 8.0482
N 0.4808 -1.0883 4.5065
C 0.6358 -2.3735 4.0414
C 0.5106 -2.3256 2.6910
N 0.2925 -1.0211 2.3012
C 0.2651 -0.3182 3.4200
H -0.0098 2.2360 7.5734
H -0.3965 1.2778 5.3722
H 1.6262 -2.3176 6.5810
H 1.9639 -1.3558 8.8133
H 0.7761 -3.2231 4.6746
H 0.5477 -3.1601 1.9999
H 0.1670 0.7455 3.4839

---

# 5
75
Properties=species:S:1:pos:R:3 method="wB97M-V/def2-TZVPD" gap_ev="5.28 / 5.55" mol_weight_da=801.25 e_lumo_ev="2.205 / 2.203" charge=-1 homo_ev="-3.075 / -3.347" multiplicity=2
Ru 0.9190 0.5497 0.6946
O 3.4632 0.5579 0.4531
C 3.7245 1.7492 1.1746
C 2.8671 2.8610 0.6296
C 3.3739 4.1411 0.4708
C 2.5383 5.1595 0.0446
C 1.2136 4.8546 -0.2195
C 0.7817 3.5517 -0.0553
N 1.5860 2.5630 0.3596
H 3.3759 -0.2065 1.0449
H 4.7790 2.0276 1.0820
H 3.4699 1.6252 2.2325
H 4.4188 4.3250 0.6846
H 2.9156 6.1661 -0.0836
H 0.5126 5.6022 -0.5633
H -0.2418 3.2725 -0.2590
I 0.4289 1.4585 8.0006
C 0.6840 1.3326 5.9564
C -0.2935 1.1228 5.0079
N 0.3283 1.1254 3.8244
N 1.6472 1.3086 3.9254
C 1.8766 1.4418 5.2282
H -1.3560 0.9784 5.0992
H -0.0381 0.9433 2.8620
H 2.8748 1.6084 5.6011
C -0.7560 0.6758 1.0512
Ge -1.3885 0.2081 -0.8186
C -0.9097 -1.3985 -1.8846
C 0.4155 -1.6200 -2.2602
C 0.7711 -2.7152 -3.0337
C -0.1926 -3.6373 -3.4229
C -1.5108 -3.4501 -3.0344
C -1.8630 -2.3363 -2.2787
C -3.3552 0.0048 -0.5692
C -4.2368 0.0593 -1.6508
C -5.6075 -0.0774 -1.4758
C -6.1266 -0.2759 -0.2023
C -5.2670 -0.3306 0.8854
C -3.8963 -0.1866 0.7000
C -1.3081 1.7721 -2.0402
C -0.2255 1.9480 -2.9038
C -0.0790 3.1074 -3.6521
C -1.0139 4.1302 -3.5437
C -2.0983 3.9752 -2.6923
C -2.2428 2.8045 -1.9541
H 1.1811 -0.9433 -1.8931
H 1.8081 -2.8632 -3.3139
H 0.0858 -4.5037 -4.0116
H -2.2682 -4.1725 -3.3166
H -2.8987 -2.2087 -1.9853
H -3.8452 0.2167 -2.6514
H -6.2714 -0.0290 -2.3314
H -7.1955 -0.3838 -0.0600
H -5.6653 -0.4811 1.8823
H -3.2250 -0.2068 1.5517
H 0.5279 1.1713 -2.9749
H 0.7716 3.2196 -4.3147
H -0.8969 5.0404 -4.1202
H -2.8347 4.7659 -2.6017
H -3.0967 2.6968 -1.2940
C 3.0610 -4.3753 -0.0787
C 1.9003 -4.0632 0.8762
C 2.2584 -4.5426 2.2889
C 0.6414 -4.7969 0.3880
C 1.6269 -2.6181 0.8776
C 1.3046 -1.4426 0.8930
H 3.2644 -5.4505 -0.0959
H 3.9670 -3.8541 0.2357
H 2.8135 -4.0487 -1.0903
H 2.4421 -5.6218 2.2932
H 1.4457 -4.3214 2.9814
H 3.1549 -4.0348 2.6486
H 0.8152 -5.8776 0.3591
H 0.3667 -4.4545 -0.6112
H -0.1977 -4.5933 1.0545

---

# 6
81
Properties=species:S:1:pos:R:3 method="wB97M-V/def2-TZVPD" gap_ev="6.05 / 6.90" mol_weight_da=963.36 e_lumo_ev="-6.476 / -5.643" charge=+2 homo_ev="-12.529 / -12.546" multiplicity=4
Cr -0.4337 0.8408 0.2568
I -2.8898 2.5191 7.1502
C -1.9062 1.8864 5.4321
C -1.4931 0.5626 5.3195
C -0.8478 0.1348 4.1688
I -0.1786 -1.8333 4.0337
C -0.6029 1.0268 3.1252
O 0.0338 0.6415 2.0130
C -1.0028 2.3616 3.2583
C -0.6315 3.3142 2.1598
N -1.0647 2.8254 0.8230
C -0.7061 3.7908 -0.2374
C -0.9204 3.1539 -1.5825
C -1.2679 3.8676 -2.7129
C -1.4452 3.1837 -3.9063
C -1.2895 1.8051 -3.9283
C -0.9487 1.1609 -2.7574
N -0.7485 1.8220 -1.6095
C -1.6587 2.7861 4.4044
H -1.6732 -0.1338 6.1266
H 0.4555 3.4331 2.1174
H -1.0654 4.3003 2.3396
H -2.0813 2.7187 0.8346
H 0.3518 4.0406 -0.1157
H -1.2693 4.7208 -0.1436
H -1.4020 4.9392 -2.6563
H -1.7183 3.7202 -4.8052
H -1.4394 1.2366 -4.8350
H -0.8386 0.0863 -2.7034
H -1.9670 3.8198 4.4993
C -5.5402 0.3120 1.8592
O -4.6457 -0.2457 0.8590
P -3.5276 0.6562 0.1911
O -2.1124 -0.1372 0.6939
C -2.1009 -1.6069 0.4901
O -3.5652 0.1643 -1.3262
C -4.6415 -0.5329 -1.9945
H -6.0328 -0.5313 2.3307
H -6.2781 0.9504 1.3796
H -4.9819 0.8728 2.6073
H -1.4536 -2.0137 1.2605
H -1.7311 -1.8347 -0.4959
H -3.1163 -1.9707 0.6206
H -4.1883 -1.1302 -2.7803
H -5.3238 0.1927 -2.4316
H -5.1774 -1.1761 -1.3027
O 0.3052 -0.6966 -0.5685
As 1.8938 -1.3238 -0.6884
C 1.6870 -3.0543 -1.4135
C 2.5030 -3.4656 -2.4624
C 2.3640 -4.7535 -2.9617
C 1.4217 -5.6115 -2.4149
C 0.6101 -5.1951 -1.3657
C 0.7387 -3.9123 -0.8584
C 2.7090 -1.4126 1.0205
C 2.9569 -0.2474 1.7439
C 3.5500 -0.3332 2.9913
C 3.8987 -1.5756 3.5085
C 3.6583 -2.7327 2.7838
C 3.0602 -2.6576 1.5334
C 2.8698 -0.2083 -1.8719
C 4.0580 0.3931 -1.4662
C 4.7500 1.2001 -2.3603
C 4.2600 1.3945 -3.6431
C 3.0800 0.7807 -4.0489
C 2.3810 -0.0248 -3.1657
H 3.2429 -2.7979 -2.8857
H 2.9944 -5.0854 -3.7754
H 1.3194 -6.6151 -2.8055
H -0.1179 -5.8733 -0.9414
H 0.1125 -3.5850 -0.0374
H 2.6952 0.7249 1.3451
H 3.7455 0.5660 3.5600
H 4.3667 -1.6388 4.4818
H 3.9397 -3.6959 3.1874
H 2.8795 -3.5616 0.9665
H 4.4532 0.2244 -0.4730
H 5.6777 1.6658 -2.0565
H 4.8084 2.0154 -4.3390
H 2.7167 0.9185 -5.0586
H 1.4769 -0.5265 -3.4896